(1)
# C4H3N2O2S2

A gas-phase ion, C4H3N2O2S2 (charge -1) in a non-equilibrium geometry (ωB97M-V/def2-TZVPD, the Open Molecules 2025 dataset).

```
13
Properties=species:S:1:pos:R:3
N 2.207 0.238 0.247
C 1.061 0.995 0.294
O 0.954 1.998 0.969
C 0.017 0.416 -0.606
S -1.552 1.234 -0.687
C -2.435 -0.234 -0.083
S -4.063 -0.213 0.060
N -1.661 -1.262 0.190
C -0.381 -1.149 0.005
O 0.534 -1.931 0.161
H 2.034 -0.751 0.069
H 2.870 0.431 0.984
H 0.416 0.228 -1.603
```

Summary:
- structure (SMILES) = NC(=O)[C@@H]1SC(=S)N=C1[O-]
- orbital gap (eV) = 8.03
- HOMO energy (eV) = -4.556
- electronic energy (eV) = -32945.294
- charge = -1

=====

(2)
# C4H3N2O4P

A gas-phase ion, C4H3N2O4P (charge -2) in a non-equilibrium geometry (ωB97M-V/def2-TZVPD, the Open Molecules 2025 dataset).

```
14
Properties=species:S:1:pos:R:3
O 3.010 -0.618 1.490
P 3.185 -0.178 0.061
O 4.530 0.271 -0.460
O 2.538 -1.386 -0.865
C 1.955 1.119 -0.198
O 2.471 2.313 -0.490
C 0.577 0.808 0.104
C -0.642 1.502 0.089
N -1.653 0.602 0.207
C -0.991 -0.578 0.347
N 0.308 -0.535 0.276
H 1.781 -1.506 -0.272
H -0.891 2.610 0.157
H -1.679 -1.530 0.320
```

Summary:
- structure (SMILES) = O=[P@@]([O-])(O)/C([O-])=C1/C=NC=N1
- orbital gap (eV) = 7.78
- HOMO energy (eV) = -1.030
- electronic energy (eV) = -24657.615
- charge = -2

=====

(3)
# C4H3N2OS

2 unconnected molecules or ions with the total composition C4H3N2OS in a non-equilibrium geometry (ωB97M-V/def2-TZVPD, the Open Molecules 2025 dataset).

```
11
Properties=species:S:1:pos:R:3
C -0.967 -1.961 0.100
C -0.093 -0.952 0.150
C -2.353 1.753 -0.707
C 2.010 0.113 0.193
N -1.965 -2.536 -0.039
N 1.131 -1.025 0.429
O -2.204 2.114 -1.808
S -2.488 1.299 0.770
H 3.071 -0.188 -0.295
H 2.378 0.324 1.234
H 1.480 1.060 -0.027
```

Summary:
- 2S+1 = 3
- orbital gap (spin up / spin down) (eV) = 3.65 / 7.60
- HOMO energy (spin up / spin down) (eV) = -0.523 / -4.526
- electronic energy (eV) = -20056.515
- charge = -1

=====

(4)
# C4H3N2OS2

A gas-phase ion, C4H3N2OS2 (charge -1) in a non-equilibrium geometry (ωB97M-V/def2-TZVPD, the Open Molecules 2025 dataset).

```
12
Properties=species:S:1:pos:R:3
C -2.004 -0.508 -0.604
C 0.116 0.028 -0.048
C 0.186 -0.696 -1.999
C 1.199 0.509 0.701
N -1.138 -0.073 0.222
N 0.794 1.007 1.965
O 2.382 0.580 0.384
S 1.465 -0.892 -2.963
S -1.449 -1.026 -2.235
H -3.047 -0.609 -0.387
H -0.060 0.614 2.338
H 1.557 1.067 2.625
```

Summary:
- orbital gap (eV) = 6.28
- HOMO energy (eV) = -2.985
- electronic energy (eV) = -30894.247
- charge = -1

=====

The records above yield ΔE to the lowest compared entry with this formula, charge and spin values of 0.000, 0.309, 0.031, 1.321 eV, respectively.